# 1
Here is 2 unconnected molecules or ions with the total composition C9H14 in a non-equilibrium geometry from OMol25. Energies are from ωB97M-V/def2-TZVPD.

Cartesian coordinates (Å):
C 1.1231 -1.2628 2.0399
C 1.0104 -0.4580 0.6918
C 1.6733 0.7750 0.6977
C 1.5629 1.5606 -0.4341
C 0.9346 1.0774 -1.5924
C 0.3962 -0.2340 -1.6337
C 0.3572 -0.9600 -0.4394
H 0.8889 -2.3381 2.0625
H 0.2995 -0.8346 2.6363
H 2.1175 -1.1066 2.4946
H 2.2060 1.1256 1.6101
H 1.9979 2.5048 -0.4710
H 1.0541 1.7171 -2.5132
H -0.1755 -0.6332 -2.5022
H 0.0361 -2.0329 -0.4087
C -2.6160 0.2816 0.7066
C -3.0629 -0.4046 -0.5732
H -3.2398 -0.0753 1.4845
H -1.4617 -0.0217 0.9430
H -2.6070 1.3736 0.6611
H -2.1971 -1.0249 -0.8929
H -3.2959 0.3084 -1.4796
H -3.8951 -1.2141 -0.4035

Values from the calculation:
E_LUMO: 1.066 eV
ΔE to the lowest compared entry with this formula, charge and spin: 29.6 kcal per mole
orbital gap: 10.05 eV
multiplicity: 1
E: -9558.900 eV
structure (SMILES): Cc1ccccc1.CC
HOMO: -8.99 eV

---

# 2
Here is 2 unconnected molecules or ions with the total composition C9H14 in a non-equilibrium geometry from OMol25. Energies are from ωB97M-V/def2-TZVPD.

Cartesian coordinates (Å):
C 1.4583 -1.1916 1.8818
C 1.4547 -0.8608 0.4091
C 1.0431 0.4018 0.0052
C 1.1908 0.7626 -1.3294
C 1.7300 -0.1201 -2.2455
C 2.1095 -1.3895 -1.8395
C 1.9804 -1.7604 -0.5106
H 1.3375 -2.2084 2.2016
H 0.7731 -0.5564 2.4494
H 2.4441 -0.8655 2.2469
H 0.5050 1.0767 0.6555
H 1.0096 1.7870 -1.6250
H 1.8996 0.1595 -3.2790
H 2.6133 -2.0277 -2.5461
H 2.1855 -2.7796 -0.2091
C -2.8594 0.6819 -0.1166
C -3.0633 1.6770 1.0183
H -2.2990 1.1116 -0.9371
H -2.3212 -0.1904 0.2547
H -3.8352 0.3487 -0.4581
H -3.6876 2.5189 0.7047
H -3.5504 1.3065 1.9206
H -2.1184 2.1183 1.3481

Values from the calculation:
E_LUMO: 1.019 eV
ΔE to the lowest compared entry with this formula, charge and spin: 6.8 kcal per mole
orbital gap: 10.05 eV
multiplicity: 1
E: -9559.889 eV
structure (SMILES): Cc1ccccc1.CC
HOMO: -9.03 eV

---

# 3
Here is 2 unconnected molecules or ions with the total composition C9H14 in a non-equilibrium geometry from OMol25. Energies are from ωB97M-V/def2-TZVPD.

Cartesian coordinates (Å):
C -1.9402 1.1770 -1.5739
C -1.5276 0.7577 -0.2360
C -0.2171 0.3293 -0.1874
C 0.3681 -0.2907 0.8896
C -0.3074 -0.2301 2.0608
C -1.6231 0.2240 2.0868
C -2.2624 0.7868 0.9900
H -3.1052 1.0034 -1.6500
H -1.5081 0.5646 -2.3536
H -1.9963 2.2640 -1.7202
H 0.4374 0.4084 -1.0704
H 1.3715 -0.7800 0.9467
H 0.1219 -0.7577 2.9344
H -2.0871 0.0710 3.0559
H -3.1315 1.3860 1.1496
C 3.0885 -0.5293 -1.0028
C 3.0530 -1.7472 -1.8424
H 3.9358 0.1838 -1.1150
H 2.2244 0.1152 -1.1809
H 3.0287 -0.7927 0.0616
H 2.8704 -1.6723 -2.9169
H 2.1717 -2.3453 -1.4902
H 3.8746 -2.5140 -1.7593

Values from the calculation:
E_LUMO: 1.006 eV
ΔE to the lowest compared entry with this formula, charge and spin: 32.4 kcal per mole
orbital gap: 9.95 eV
multiplicity: 1
E: -9558.775 eV
structure (SMILES): Cc1ccccc1.CC
HOMO: -8.95 eV

---

# 4
Here is 2 unconnected molecules or ions with the total composition C9H14 in a non-equilibrium geometry from OMol25. Energies are from ωB97M-V/def2-TZVPD.

Cartesian coordinates (Å):
C 0.1657 2.3457 -1.4125
C -0.0678 0.8690 -1.2434
C 0.8766 -0.0601 -1.6630
C 0.5972 -1.4144 -1.6180
C -0.6087 -1.8559 -1.0988
C -1.5232 -0.9416 -0.5941
C -1.2474 0.4133 -0.6592
H -0.5344 2.9053 -0.7991
H 0.0301 2.5977 -2.4608
H 1.1423 2.7169 -1.0935
H 1.7859 0.3453 -2.0933
H 1.2754 -2.1974 -1.9527
H -0.8811 -2.9030 -1.0363
H -2.4713 -1.2960 -0.2166
H -1.9060 1.1321 -0.1950
C 0.8225 0.2510 2.0352
C 0.0421 -0.9812 2.4702
H 1.5773 0.6490 2.7229
H 1.3469 0.1090 1.0968
H 0.1909 1.1413 1.9500
H -0.0974 -1.7478 1.7202
H -0.9647 -0.6801 2.7500
H 0.4494 -1.3982 3.3908

Values from the calculation:
E_LUMO: 1.036 eV
ΔE to the lowest compared entry with this formula, charge and spin: 8.0 kcal per mole
orbital gap: 10.05 eV
multiplicity: 1
E: -9559.835 eV
structure (SMILES): Cc1ccccc1.CC
HOMO: -9.01 eV

---

# 5
Here is 2 unconnected molecules or ions with the total composition C9H14 in a non-equilibrium geometry from OMol25. Energies are from ωB97M-V/def2-TZVPD.

Cartesian coordinates (Å):
C 0.6136 1.6239 -1.0117
C 1.2290 0.2741 -0.6598
C 2.5940 0.4348 -0.3308
C 3.4821 -0.6234 -0.1686
C 2.7822 -1.8445 -0.0863
C 1.4140 -2.1524 -0.3369
C 0.6780 -0.9837 -0.6059
H 1.3453 2.2798 -1.6995
H 0.4036 2.1935 -0.1016
H -0.2787 1.3726 -1.5273
H 2.9803 1.4282 -0.3423
H 4.5244 -0.6869 -0.1725
H 3.3857 -2.6906 -0.3094
H 0.9024 -3.0256 -0.3977
H -0.3049 -0.9577 -1.0489
C -2.5820 0.5831 0.6112
C -3.7856 0.2871 1.6331
H -1.7303 1.1781 0.8815
H -2.2073 -0.3854 0.2266
H -2.8661 1.1437 -0.3563
H -3.6402 -0.6346 2.2206
H -4.7832 0.0794 1.0770
H -4.1562 1.1062 2.5056

Values from the calculation:
E_LUMO: 0.982 eV
ΔE to the lowest compared entry with this formula, charge and spin: 57.5 kcal per mole
orbital gap: 9.85 eV
multiplicity: 1
E: -9557.686 eV
structure (SMILES): Cc1ccccc1.CC
HOMO: -8.87 eV

---

E of number 3 (C9H14)? -9558.775 eV

---

Which formula does entry 5 have? C9H14